Density functional theory data (ωB97M-V/def2-TZVPD) for the ion C5H6N with charge +1 at a distorted geometry.

Structure (XYZ):
```
12
C5H6N (ωB97M-V/def2-TZVPD)
C 0.63438 -0.08851 1.39013
C 0.17976 -1.29577 0.92190
C -0.30125 -1.39318 -0.31836
N -0.76874 -0.16411 -0.91922
C -0.03090 1.06586 -0.55961
C 0.79015 1.10082 0.90767
H 0.43701 -2.21218 1.47416
H -0.58168 -2.31224 -0.87444
H -1.73540 0.21403 -1.13463
H -0.62394 1.95514 -0.72958
H 0.84722 1.08906 -1.18449
H 1.15339 2.04107 1.02648
```

Properties
ΔE to the lowest compared entry with this formula, charge and spin ... 488.9 kJ/mol
2S+1 ... 1
F_max ... 0.08869 Eh/bohr
Total charge ... +1
Orbital gap (alpha / beta) ... 6.94 / 7.91 eV
M ... 80.110 Da
DFT total energy ... -248.4295 hartree
LUMO (alpha / beta) ... -7.104 / -6.191 eV
Structure (SMILES) ... C1=CC=[NH+]CC=1